C29H38FeN5O5 as an isolated structure, computed with wB97M-V/def2-TZVPD.

spin multiplicity	6
relative energy (zero: lowest compared OMol25 entry of this formula, charge and spin)	1.303	eV
charge	+2

CARTESIAN COORDINATES (ANGSTROEM)
Fe: 1.41107 1.19152 -0.55199
C: -5.05933 -2.41448 -0.06909
O: -3.65573 -2.52018 0.09861
C: -3.15223 -3.38038 1.01791
C: -3.87423 -4.20268 1.87611
C: -3.20443 -5.03528 2.75691
C: -1.81723 -5.03718 2.82121
C: -1.08283 -4.20068 1.99711
C: -1.74123 -3.39138 1.08251
N: -1.06333 -2.58498 0.14331
C: -0.30613 -1.48888 0.41211
N: -0.07163 -1.23998 1.71561
C: 0.72557 -0.28008 2.31831
C: 1.37887 0.73532 1.63141
C: 2.12617 1.65432 2.35761
C: 2.24617 1.54132 3.74011
C: 1.59407 0.53422 4.42891
C: 0.81317 -0.37828 3.73901
O: 0.09897 -1.38178 4.29681
C: 0.02557 -1.47788 5.70981
N: 0.11067 -0.70758 -0.55249
C: 0.08057 -1.17578 -1.88179
C: 0.95597 -2.22338 -2.22349
C: 1.03727 -2.71458 -3.50609
C: 0.20847 -2.19098 -4.49499
C: -0.67583 -1.18708 -4.18019
C: -0.75503 -0.64718 -2.89079
O: -1.67763 0.33492 -2.77439
C: -2.03963 0.90812 -1.54259
H: -5.19303 -1.84338 -0.98599
H: -5.50803 -1.87188 0.76871
H: -5.52643 -3.39498 -0.17779
H: -4.95213 -4.21188 1.86481
H: -3.77603 -5.69038 3.39651
H: -1.30673 -5.70478 3.49521
H: -0.00373 -4.20088 2.03561
H: -1.45733 -2.60998 -0.79099
H: -0.52683 -1.86898 2.37401
H: 2.61287 2.48482 1.85521
H: 2.85087 2.24682 4.28501
H: 1.69957 0.45912 5.49781
H: -0.46993 -0.59648 6.13151
H: 1.01297 -1.59908 6.16301
H: -0.57063 -2.36718 5.91041
H: 1.57217 -2.63628 -1.43509
H: 1.72477 -3.51178 -3.73739
H: 0.25217 -2.58358 -5.49689
H: -1.35243 -0.79008 -4.91739
H: -2.83593 1.60752 -1.79729
H: -1.19603 1.44592 -1.07899
H: -2.42883 0.15972 -0.84699
C: 1.71957 2.25812 -3.79679
O: 1.96077 1.12562 -2.96629
C: 3.22147 0.49252 -3.13049
C: 4.28347 1.07372 -2.19399
O: 3.77937 0.97802 -0.86199
C: 4.78967 1.11332 0.12981
H: 1.78897 1.98332 -4.85219
H: 2.41097 3.07862 -3.58909
H: 0.70377 2.57582 -3.56969
H: 3.55517 0.54092 -4.17009
H: 3.05007 -0.55228 -2.85619
H: 4.50617 2.12142 -2.43769
H: 5.20737 0.48972 -2.28319
H: 5.58207 0.37592 -0.02439
H: 4.30677 0.93412 1.08871
H: 5.22747 2.11502 0.11261
C: -0.69463 6.42102 -1.08039
N: -1.00063 5.16462 -0.41569
C: -2.26413 5.05682 0.28971
C: -0.22283 4.14842 -0.50289
N: 0.46277 3.21112 -0.55609
H: -1.14313 7.23682 -0.51259
H: -1.10533 6.43192 -2.09499
H: 0.38447 6.57252 -1.12919
H: -2.29733 5.77932 1.10491
H: -2.37593 4.05412 0.69821
H: -3.09363 5.25812 -0.38889

Atomic partial charges in e from the Löwdin method, atoms 1 to 2:
1 Fe 1.10
2 C -0.05

=====

C29H38N4OP2Pd as an isolated structure, computed with wB97M-V/def2-TZVPD.

spin multiplicity	5
relative energy (zero: lowest compared OMol25 entry of this formula, charge and spin)	0.000	eV
charge	+2

CARTESIAN COORDINATES (ANGSTROEM)
Pd: 0.04038 -0.09969 5.48295
C: -1.18612 1.67941 4.94315
C: -1.49902 0.67681 4.03095
C: -0.97652 0.60231 2.60575
C: 0.30238 -0.25919 2.46735
C: 1.26738 -0.12389 3.62425
C: 1.57968 1.05001 4.30185
C: 1.05598 2.42981 3.93945
C: -0.22222 2.82341 4.71925
C: 1.41188 -1.30069 6.47915
H: -1.85262 1.80351 5.79465
H: -2.37182 0.06611 4.24995
H: -0.79852 1.61181 2.22505
H: -1.75562 0.16821 1.97065
H: 0.01178 -1.31359 2.40765
H: 0.80888 -0.02299 1.51895
H: 1.93478 -0.97229 3.76445
H: 2.45258 1.02771 4.95005
H: 0.87668 2.48481 2.86215
H: 1.83508 3.16741 4.15865
H: 0.06908 3.20101 5.70525
H: -0.72982 3.65461 4.20615
H: 1.32018 -1.19209 7.56465
H: 2.44328 -1.06949 6.18355
H: 1.20628 -2.34969 6.22865
P: 1.38098 -1.32649 -3.16695
P: -1.68842 -0.64699 -2.71935
N: 2.79938 -0.32319 -2.99075
N: 1.94198 -2.61859 -4.17615
N: -1.79532 1.06701 -2.48765
N: -3.33672 -1.09729 -3.07925
C: 0.48058 -0.31409 -4.43045
C: -1.00802 -0.68539 -4.44195
C: 3.06358 0.32111 -1.78255
C: 4.04898 1.25521 -1.99485
C: 4.40718 1.18921 -3.37645
C: 3.62458 0.22381 -3.96685
C: 2.19408 -3.88319 -3.64105
C: 2.70738 -4.68169 -4.63065
C: 2.78078 -3.89319 -5.81985
C: 2.31258 -2.63779 -5.52215
C: -1.72902 1.61881 -1.20685
C: -1.92712 2.97231 -1.30375
C: -2.12542 3.27641 -2.68555
C: -2.04442 2.10191 -3.39105
C: -4.28932 -0.43499 -3.84525
C: -5.31792 -1.31129 -4.10375
C: -4.98992 -2.56049 -3.49245
C: -3.77362 -2.40539 -2.87185
H: 0.95538 -0.50249 -5.40035
H: 0.58558 0.75171 -4.20845
H: -1.59852 0.01561 -5.04335
H: -1.12882 -1.68199 -4.87615
H: 2.51608 0.04341 -0.89385
H: 4.48208 1.90071 -1.24345
H: 5.17108 1.77131 -3.87415
H: 3.58798 -0.13519 -4.98335
H: 1.97448 -4.07809 -2.60145
H: 2.99158 -5.71909 -4.52305
H: 3.13168 -4.21769 -6.78995
H: 2.19998 -1.76669 -6.14895
H: -1.54302 0.97841 -0.35715
H: -1.92192 3.67311 -0.48075
H: -2.29982 4.25421 -3.11365
H: -2.12952 1.91551 -4.45045
H: -4.15272 0.59871 -4.12085
H: -6.22042 -1.07829 -4.65275
H: -5.59002 -3.45959 -3.49335
H: -3.16552 -3.09139 -2.30045
C: -0.85372 1.02591 8.23585
C: 0.21938 1.07491 7.19775
O: 1.21938 1.74991 7.38555
H: -1.27982 2.03901 8.38745
H: -0.43492 0.65191 9.19295
H: -1.65652 0.33731 7.89895

Atomic partial charges in e from the Löwdin method, atoms 1 to 2:
1 Pd 0.93
2 C -0.19

=====

C29H39BrF3INO10PS as an isolated structure, computed with wB97M-V/def2-TZVPD.

calculated total energy	-159059.69554	eV
charge	0

CARTESIAN COORDINATES (ANGSTROEM)
C: 0.85557 -5.16399 -0.37866
C: 1.30363 -3.94144 -0.96957
C: 1.46930 -2.34138 -1.45597
C: 2.54749 -1.76939 -0.30314
C: 3.04390 -2.64977 0.83136
C: 0.08628 -1.54010 -1.22490
C: -1.22962 -2.57416 -1.10702
C: -2.67632 -1.82396 -1.18847
C: -3.27958 -1.68727 -2.74434
C: -3.61557 -3.13476 -3.43789
C: -4.75088 -0.91728 -2.54201
O: 0.14675 -1.03321 0.18877
C: 0.05567 0.40655 0.30076
O: 1.19334 1.04751 0.69817
C: -1.24988 1.38589 0.15798
C: -1.25576 2.47668 -1.08994
C: -2.47965 3.51292 -1.43725
C: -3.81690 3.44696 -0.47256
C: -3.84198 2.38600 0.81105
C: -2.58698 1.33804 1.14924
O: -0.31417 -0.53824 -2.20161
S: 0.97149 0.15327 -3.06409
O: 0.47848 1.32753 -3.99724
O: 2.05373 0.85511 -2.18220
C: 1.67593 -1.32268 -4.05618
C: 2.89853 -0.71550 -4.97668
C: 2.48293 -0.10401 -6.43311
O: 1.82745 1.02743 -6.68865
I: 3.11739 -1.23541 -8.25130
C: 0.46580 -1.95373 -4.96004
F: 0.93665 -2.82135 -6.10440
F: -0.52789 -2.77562 -4.22474
F: -0.40715 -0.92738 -5.64589
C: 2.23648 -2.33984 -2.86254
Br: 2.25407 -4.29581 -3.49633
P: 4.10779 -2.14862 -2.46737
O: 5.00432 -3.14148 -3.59473
O: 4.69407 -0.55563 -2.31889
H: 0.80379 -6.26549 0.04541
H: 2.94568 -0.66919 -0.27572
H: 2.38592 -2.88065 1.77216
H: 4.14469 -3.09287 0.75714
H: -1.23460 -3.43065 -1.88957
H: -1.18225 -3.09589 -0.03425
H: -2.75813 -0.79958 -0.63579
H: -3.45687 -2.54652 -0.64473
H: -2.63417 -0.97000 -3.40905
H: -4.76604 -3.38509 -3.52335
H: -3.09167 -4.02693 -2.86270
H: -3.21494 -3.13039 -4.56114
H: -4.92191 -0.06497 -3.32970
H: -5.65438 -1.67340 -2.50754
H: -4.74625 -0.37750 -1.47720
H: -0.31253 2.49802 -1.78712
H: -2.37161 4.24071 -2.37393
H: -4.70432 4.16864 -0.74727
H: -4.81364 2.36265 1.49187
H: -2.65202 0.56884 2.05524
H: 3.75326 -1.51312 -5.22057
H: 3.32549 0.21820 -4.36683
H: 5.17019 -4.07348 -3.21004
H: 5.41667 -0.57518 -1.60592
C: -0.26337 2.88617 8.13298
O: 0.95252 3.18878 7.46147
C: 1.71600 2.02471 7.11609
C: 1.70498 1.79745 5.59512
N: 0.38276 1.37041 5.12686
C: 0.22699 1.41583 3.66754
C: 0.36757 2.78920 2.97787
O: -0.68374 3.70672 3.28453
C: -0.51565 4.40739 4.50949
H: -0.67531 3.81942 8.52447
H: -0.99213 2.45841 7.44287
H: -0.09594 2.20318 8.97098
H: 1.38300 1.13358 7.66079
H: 2.74734 2.23167 7.42323
H: 2.44154 1.02843 5.34093
H: 2.01065 2.73416 5.12225
H: -0.32606 1.96965 5.53924
H: -0.77797 1.03365 3.45083
H: 0.93303 0.71080 3.21317
H: 0.29801 2.61317 1.89757
H: 1.34829 3.24906 3.13915
H: 0.53580 4.60464 4.73759
H: -0.99089 3.85773 5.31870
H: -1.03247 5.36770 4.42731

Atomic partial charges in e from the Löwdin method, atoms 1 to 2:
1 C 0.10
2 C -0.16